2 unconnected molecules or ions with the total composition C10H13N2O3 at a distorted geometry, computed with the ωB97M-V functional and the def2-TZVPD basis.

Element x y z (Å)
O: -2.504 -1.230 -0.638
O: -2.945 0.951 -0.846
O: -1.785 -1.145 1.689
N: 0.622 -0.298 0.336
N: 2.727 -0.817 -0.373
C: -0.501 0.525 0.603
C: 0.957 2.340 -0.338
C: -0.306 2.012 0.441
C: 2.453 -2.274 -0.147
C: -1.996 0.001 -0.998
C: -3.777 -0.994 -0.216
C: -1.489 0.028 1.544
C: -4.158 0.306 -0.428
C: 1.975 1.484 -0.326
C: 1.817 0.092 -0.069
H: 1.208 3.399 -0.629
H: 0.607 -1.367 0.415
H: 1.948 -2.755 -1.105
H: -1.376 -0.003 -1.833
H: 2.909 1.669 -0.962
H: -4.352 -1.875 0.206
H: 1.954 -2.679 0.685
H: 3.463 -2.710 -0.127
H: -2.183 0.828 1.888
H: -4.930 0.970 -0.198
H: -0.379 2.443 1.388
H: -1.225 2.299 -0.047
H: 3.519 -0.617 -1.006

The energy relative to the best compared isomer or geometry (same formula, charge and spin) comes out at 66.4 kcal per mole. The frontier orbital gap is 7.15 eV. The HOMO energy comes out at -11.00 eV. The calculation puts the lowest unoccupied orbital energy at -3.9 eV. As for the charge: +1.

---

A molecular structure, C4H6O2 at a distorted geometry, computed with the ωB97M-V functional and the def2-TZVPD basis.

Element x y z (Å)
O: -1.959 -0.612 -0.494
O: 1.575 1.247 1.005
C: 1.785 0.432 0.143
C: -0.445 -0.562 0.466
C: 0.737 -0.501 -0.423
C: -1.479 0.493 0.301
H: -1.249 1.332 -0.355
H: 1.202 -1.477 -0.606
H: 0.475 -0.090 -1.414
H: 2.797 0.326 -0.303
H: -1.461 -1.388 0.410
H: -2.115 0.753 1.153

The energy relative to the best compared isomer or geometry (same formula, charge and spin) comes out at 116.8 kcal per mole. The frontier orbital gap is 10.22 eV. The HOMO energy comes out at -9.65 eV. The calculation puts the lowest unoccupied orbital energy at 0.6 eV.

---

C5H11NO in the gas phase, computed with the ωB97M-V functional and the def2-TZVPD basis.

Element x y z (Å)
O: -1.455 -0.934 0.191
N: -0.750 1.153 0.742
C: 0.618 -0.167 -0.785
C: 0.411 -1.155 -1.929
C: 1.761 -0.634 0.140
C: -1.765 1.349 1.754
C: -0.646 -0.029 0.059
H: 1.325 -1.250 -2.526
H: 1.708 -1.717 0.307
H: 0.874 0.823 -1.190
H: 0.154 -2.140 -1.525
H: 2.735 -0.407 -0.305
H: -1.375 1.995 2.548
H: 1.703 -0.149 1.121
H: -2.009 0.373 2.178
H: -2.686 1.785 1.352
H: -0.406 -0.845 -2.587
H: -0.198 1.950 0.456

As for the structure (SMILES): CNC(=O)C(C)C. The energy relative to the best compared isomer or geometry (same formula, charge and spin) comes out at 3.4 kcal per mole. The frontier orbital gap is 10.45 eV. The HOMO energy comes out at -9.55 eV. The calculation puts the lowest unoccupied orbital energy at 0.9 eV.

---

6 unconnected molecules or ions with the total composition CH12O6 at a distorted geometry, computed with the ωB97M-V functional and the def2-TZVPD basis.

Element x y z (Å)
O: -0.601 -0.932 1.509
O: -1.084 -1.054 -3.770
O: 0.040 0.149 4.166
O: -0.129 1.025 -1.090
O: 1.192 -1.105 -0.534
O: 1.151 1.573 1.560
C: -1.618 -0.106 -4.278
H: -1.064 -0.266 0.989
H: 0.807 0.797 -1.163
H: 1.998 -1.576 -0.273
H: -0.403 -0.376 2.286
H: -2.388 0.387 -3.613
H: 0.603 1.564 0.770
H: -0.504 0.171 -1.308
H: 0.525 -1.534 0.046
H: 0.553 -0.184 4.907
H: 0.673 0.702 3.674
H: 1.771 0.835 1.508
H: -1.520 -0.069 -5.385

The energy relative to the best compared isomer or geometry (same formula, charge and spin) comes out at 11.7 kcal per mole. The frontier orbital gap (spin up / spin down) is 6.50 / 2.73 eV. The HOMO energy (spin up / spin down) comes out at -13.90 / -13.73 eV. The calculation puts the lowest unoccupied orbital energy (spin up / spin down) at -7.4 / -11.0 eV. As for the charge: +1. The spin multiplicity is 2.

---

A molecular structure, C26H31F4N5O2STi, computed with the ωB97M-V functional and the def2-TZVPD basis.

Element x y z (Å)
Ti: -0.209 0.626 -0.256
S: 0.735 -2.417 0.422
F: 4.452 1.041 4.160
F: -0.689 0.737 2.499
F: 3.828 1.872 1.718
F: -0.020 -0.213 4.937
O: -0.038 -1.146 0.806
O: -0.535 -1.517 -3.852
N: -2.476 0.639 -0.029
N: 1.081 1.754 0.787
N: 1.582 -0.013 -1.460
N: -0.397 2.739 -1.182
N: -0.964 -0.253 -1.981
C: -1.219 3.622 -0.335
C: 2.257 -1.152 -3.451
C: 1.290 -0.652 -2.600
C: -2.378 -0.466 -2.189
C: -1.817 -3.542 0.293
C: -0.482 -3.442 -0.420
C: 1.610 2.997 0.230
C: 1.472 -4.643 1.884
C: -4.553 0.112 -1.069
C: 0.599 0.795 2.921
C: -3.161 0.120 -1.055
C: 0.936 0.322 4.168
C: -0.904 2.804 -2.560
C: 2.865 0.135 -1.121
C: 2.238 0.402 4.625
C: -5.244 0.646 -0.002
C: -3.155 1.163 1.008
C: 1.007 3.196 -1.153
C: 2.841 1.419 2.512
C: -0.176 -0.845 -2.894
C: 3.587 -0.985 -3.102
C: 1.529 1.360 2.039
C: -4.531 1.185 1.062
C: 0.891 -3.244 2.007
C: 3.896 -0.336 -1.917
C: 3.175 0.961 3.778
H: -1.931 2.443 -2.584
H: 3.063 0.645 -0.188
H: -1.751 -4.142 1.200
H: 0.766 -5.340 1.435
H: -2.706 -0.029 -3.139
H: -2.540 -4.021 -0.366
H: -2.193 -2.553 0.556
H: -2.267 3.347 -0.433
H: -0.923 3.523 0.708
H: 2.389 -4.647 1.293
H: 1.363 3.839 0.888
H: -5.028 1.616 1.919
H: 1.939 -1.659 -4.351
H: -5.071 -0.313 -1.919
H: -1.101 4.667 -0.643
H: 2.514 0.041 5.605
H: 0.007 -4.409 -0.560
H: 1.073 4.249 -1.454
H: -0.297 2.174 -3.207
H: -0.089 -3.224 2.483
H: 2.696 3.004 0.123
H: -0.571 -2.982 -1.406
H: -0.881 3.833 -2.933
H: 1.717 -5.017 2.877
H: 1.551 -2.578 2.568
H: -6.326 0.648 0.003
H: 4.375 -1.358 -3.744
H: -2.611 -1.535 -2.276
H: 1.551 2.608 -1.893
H: -2.563 1.578 1.809
H: 4.919 -0.189 -1.602

The energy relative to the best compared isomer or geometry (same formula, charge and spin) comes out at 0.0 kcal per mole. The frontier orbital gap (spin up / spin down) is 8.07 / 8.24 eV. The HOMO energy (spin up / spin down) comes out at -10.62 / -10.79 eV. The calculation puts the lowest unoccupied orbital energy (spin up / spin down) at -2.5 / -2.5 eV. As for the charge: +1. The spin multiplicity is 2.

---

A molecular structure, C16H32O2OsP2 at a distorted geometry, computed with the ωB97M-V functional and the def2-TZVPD basis.

Element x y z (Å)
Os: 1.744 -0.042 0.684
P: 2.427 1.397 -0.862
P: 0.555 -1.617 2.257
O: 2.182 -1.149 2.538
O: 3.850 -2.648 2.886
C: 2.879 1.019 -2.525
C: -2.633 -0.160 -2.612
C: -0.165 -0.433 0.866
C: 0.473 -3.287 1.619
C: -1.502 0.722 -2.242
C: -0.123 -1.260 3.848
C: -2.495 -1.145 -0.274
C: -3.608 1.091 -0.090
C: -2.727 0.010 0.408
C: 1.989 3.093 -0.563
C: 0.348 -0.092 -0.571
C: 3.225 -1.978 2.112
C: 3.926 0.650 0.648
C: -2.835 2.252 -0.761
C: -1.590 1.828 -1.439
C: -2.839 -1.388 -1.696
H: 2.855 -0.063 -2.698
H: 0.004 0.907 -0.791
H: -0.801 -1.301 0.681
H: -3.886 -1.720 -1.769
H: 3.898 1.398 -2.671
H: -0.616 0.564 -2.864
H: 3.977 0.937 1.710
H: -3.558 0.426 -2.701
H: 0.203 -0.804 -1.374
H: 4.376 1.466 0.057
H: 4.519 -0.253 0.478
H: -0.679 0.381 1.381
H: -4.159 1.507 0.766
H: 1.015 3.308 -1.025
H: -0.814 2.587 -1.452
H: -0.596 -3.514 1.482
H: -2.343 -2.089 0.265
H: -2.250 -2.225 -2.104
H: -2.644 3.012 0.012
H: 0.900 -3.998 2.348
H: 2.155 1.506 -3.194
H: -1.179 -1.545 3.797
H: -2.564 0.067 1.491
H: 1.920 3.284 0.514
H: 0.970 -3.400 0.641
H: -0.021 -0.191 4.078
H: 2.785 3.696 -1.015
H: -3.495 2.735 -1.495
H: -2.418 -0.553 -3.618
H: 0.407 -1.854 4.608
H: -4.372 0.686 -0.768
H: 3.331 -1.819 0.999

The energy relative to the best compared isomer or geometry (same formula, charge and spin) comes out at 196.9 kcal per mole. The frontier orbital gap (spin up / spin down) is 4.57 / 6.83 eV. The HOMO energy (spin up / spin down) comes out at -11.21 / -14.37 eV. The calculation puts the lowest unoccupied orbital energy (spin up / spin down) at -6.6 / -7.5 eV. As for the charge: +2. The spin multiplicity is 5.

---

These records have calculated total energy values of -19692.717, -8335.397, -8901.550, -13505.113, -83829.341, -42221.836 eV, in the order they appear.